Entry 1:
Here is C12H16Cl2O20Pd as an isolated structure in a non-equilibrium geometry from the Open Molecules 2025 dataset. Energies are from wB97M-V/def2-TZVPD.

XYZ file:
```
51
Properties=species:S:1:pos:R:3:forces:R:3:lowdin_spin:R:1
Pd -0.8084 -0.4576 1.5550 -1.7 -0.8 0.2 1.676
Cl -1.3927 0.7754 4.4235 1.2 0.6 -2.1 0.001
O -1.4384 2.2377 4.2696 -0.2 -1.9 0.8 0.004
O -0.1160 0.2749 3.9215 1.5 0.6 1.8 0.010
O -1.7558 0.3154 5.7356 0.3 0.6 -1.2 0.012
O -2.2141 0.1532 3.3549 -1.8 -0.1 -0.4 0.111
Cl -1.6982 -3.5531 2.0905 0.9 -1.2 0.6 0.003
O -0.8755 -4.5362 1.4081 -0.6 0.3 0.4 0.002
O -2.0899 -2.5431 1.1254 0.1 1.8 -0.8 0.058
O -2.8691 -4.1204 2.6625 -0.2 -0.4 -0.1 0.004
O -0.9258 -2.8972 3.1163 0.5 0.3 0.1 -0.002
C 2.8520 -4.1263 1.2835 0.9 -0.7 -0.3 0.000
C 3.7500 -3.5327 2.3571 -0.4 0.3 0.8 0.000
O 3.1969 -2.2353 2.5002 -0.1 2.2 0.8 0.002
C 2.1114 -2.0380 1.7623 0.3 -1.8 -1.0 0.005
O 1.3803 -1.0911 1.7241 0.5 0.6 0.6 0.021
O 1.9587 -3.0842 0.9384 -0.6 -0.1 0.1 0.002
H 2.3529 -5.0132 1.6679 -0.4 0.1 -0.3 0.000
H 3.4441 -4.3603 0.3995 -0.2 -0.2 -0.1 0.000
H 4.8134 -3.4484 2.1356 -0.1 0.0 -0.2 0.000
H 3.6326 -3.9619 3.3540 0.1 -0.5 -0.3 0.000
C -4.5349 2.1928 -1.6583 0.8 0.6 -1.3 0.001
C -3.4029 1.7174 -2.6306 -0.3 -0.2 1.3 0.000
O -2.6466 0.8014 -1.7842 0.3 0.8 -1.0 0.000
C -3.0489 0.9004 -0.5205 -0.5 -1.2 -0.8 0.005
O -2.5593 0.2908 0.3813 -0.1 0.4 0.6 0.037
O -4.1800 1.5952 -0.4500 -0.4 -0.2 1.6 0.001
H -5.5104 1.9002 -2.0439 -0.1 -0.2 0.5 0.000
H -4.5169 3.2672 -1.4718 -0.1 0.0 -0.4 0.000
H -2.7570 2.5427 -2.9155 0.1 -0.1 -0.2 0.000
H -3.8031 1.1585 -3.4691 0.2 0.0 -0.1 0.000
C 2.0363 -1.0836 -3.3799 -0.1 -1.2 -1.9 0.000
C 1.4707 0.3383 -3.4951 -0.4 -2.3 0.3 0.000
O 0.3252 0.2024 -2.6490 0.2 0.8 0.8 0.001
C 0.4995 -0.8343 -1.7770 -1.1 0.1 -0.4 0.003
O -0.2496 -1.0735 -0.8854 0.3 0.1 0.3 0.013
O 1.5013 -1.6085 -2.1700 1.4 0.4 0.6 0.001
H 3.1113 -1.1199 -3.5657 0.2 0.1 1.3 0.000
H 1.7021 -1.8379 -4.1022 -0.4 0.7 -0.5 0.000
H 1.0463 0.5079 -4.4792 0.7 0.6 -0.1 0.000
H 2.2626 0.9702 -3.0943 -0.6 0.8 -0.2 0.000
C 1.9061 3.8162 -0.8184 0.1 2.3 0.0 0.000
C 0.5241 4.4737 -0.8189 0.3 -0.3 -0.6 0.000
O -0.3188 3.3242 -0.5814 0.6 -0.3 0.2 0.000
C 0.4604 2.4311 0.0749 -0.8 -1.0 0.6 0.003
O 0.0826 1.4015 0.5547 -0.2 0.7 -0.1 0.025
O 1.7374 2.7982 0.1491 0.6 0.1 -0.8 0.000
H 2.6662 4.5519 -0.5517 0.0 -0.3 0.6 0.000
H 2.2195 3.5089 -1.8185 -0.4 -0.8 0.1 0.000
H 0.3312 4.9176 -1.7935 -0.4 -0.1 0.1 0.000
H 0.3374 5.1912 -0.0212 0.3 0.0 0.0 0.000
```
Forces are in eV/Å.

Calculated values
2S+1: 3
<S²>: 2.003
Kohn-Sham gap (alpha / beta), eV: 8.59 / 7.04
Relative energy (zero: lowest compared OMol25 entry of this formula, charge and spin), eV: 1.9846
HOMO level (alpha / beta), eV: -8.9 / -8.9


Entry 2:
Here is C12H16Cl3O7S2Ti as an isolated structure in a non-equilibrium geometry from the Open Molecules 2025 dataset. Energies are from wB97M-V/def2-TZVPD.

XYZ file:
```
41
Properties=species:S:1:pos:R:3:forces:R:3:lowdin_spin:R:1
Ti 0.2687 -0.9182 0.9353 1.0 0.6 -0.4 1.757
C -3.3425 1.3419 0.2786 0.0 -0.1 0.0 0.000
O -2.4357 1.5998 1.3328 0.1 0.1 0.0 0.001
C -1.4844 2.5824 1.0299 -0.2 0.0 0.3 0.000
C -0.4132 2.2332 0.0379 0.5 -0.4 -0.3 0.005
O 0.5978 1.4053 0.6244 0.3 0.1 -0.2 0.026
C 1.8079 1.3699 -0.1615 -0.3 0.1 0.3 0.011
C 2.8992 0.7959 0.7101 -0.1 -0.4 0.3 0.004
O 2.4031 -0.3769 1.3451 0.1 0.5 -0.1 0.024
C 3.2885 -0.9560 2.2936 -0.2 0.1 -0.3 0.003
H -2.8630 0.8353 -0.5593 0.0 0.0 -0.1 0.000
H -4.1063 0.6715 0.6671 0.0 0.0 0.0 0.000
H -3.8169 2.2737 -0.0596 0.0 0.0 0.0 0.000
H -1.9739 3.4847 0.6344 -0.1 0.0 0.1 0.000
H -0.9979 2.8397 1.9730 0.0 0.0 0.0 0.000
H -0.7942 1.7350 -0.8576 -0.1 0.0 0.0 0.002
H 0.0518 3.1785 -0.2559 0.1 0.0 -0.1 0.000
H 1.6533 0.7527 -1.0431 -0.1 -0.1 -0.1 0.003
H 2.0778 2.3885 -0.4542 0.0 0.1 0.0 0.002
H 3.7694 0.5485 0.0971 0.1 0.0 -0.1 0.001
H 3.1906 1.5167 1.4788 0.1 0.1 0.1 0.000
H 4.2310 -1.2028 1.8037 0.1 0.0 0.0 0.000
H 3.4590 -0.2572 3.1160 0.0 0.0 0.1 0.000
H 2.8136 -1.8660 2.6420 -0.1 -0.1 0.0 0.001
Cl -3.9227 -4.3298 5.1604 0.2 0.3 -0.4 0.001
C -3.2436 -3.3941 3.8200 -0.4 -0.4 0.0 0.002
C -2.2870 -2.4397 4.0578 0.4 0.3 0.6 0.004
C -1.7646 -1.7342 2.9989 -0.1 0.1 -0.4 0.013
Cl -0.4864 -0.5227 3.2948 -0.7 -0.5 0.3 0.032
C -2.1658 -1.9239 1.6478 0.4 0.9 -0.2 0.007
O -1.6630 -1.2486 0.6454 -1.1 -0.4 0.8 0.024
C -3.1796 -2.8815 1.4874 -0.3 -0.2 -0.4 0.003
Cl -3.8443 -3.1528 -0.1049 0.2 0.1 0.3 0.001
C -3.6938 -3.6162 2.5301 -0.2 -0.3 0.2 0.001
H -1.9476 -2.2403 5.0665 0.0 0.0 -0.1 0.000
H -4.4487 -4.3652 2.3334 0.0 0.0 0.0 0.000
O 0.8449 -2.8172 1.3140 -0.1 -0.6 -0.7 0.018
S 0.8068 -3.4841 -0.0920 0.2 -0.1 0.5 0.018
O 1.9542 -4.3574 -0.2504 -0.1 0.2 0.0 0.009
O -0.4815 -4.1162 -0.2958 0.2 0.1 0.0 0.005
S 0.9779 -1.7974 -1.2990 0.0 -0.4 -0.1 0.020
```
Forces are in eV/Å.

Calculated values
2S+1: 3
<S²>: 2.003
Kohn-Sham gap (alpha / beta), eV: 4.59 / 6.53
Relative energy (zero: lowest compared OMol25 entry of this formula, charge and spin), eV: 0.4281
Net charge: -1
HOMO level (alpha / beta), eV: -2.5 / -4.4


Entry 3:
Here is an isolated ion of composition C12H16F2N and charge +1 in a non-equilibrium geometry from the Open Molecules 2025 dataset. Energies are from wB97M-V/def2-TZVPD.

XYZ file:
```
31
Properties=species:S:1:pos:R:3:forces:R:3:lowdin_spin:R:1
C -0.7718 0.8475 -0.5744 -6.0 1.2 -4.1 0.650
C 0.8020 -1.3215 -1.3660 0.2 -0.4 -0.4 0.034
C 0.1769 0.4731 0.2231 10.1 -2.1 4.1 0.723
C -0.0023 -0.6500 -2.2210 0.8 -0.9 0.9 0.014
C -0.4936 -1.0754 3.2911 -0.8 0.1 -1.4 0.002
C 0.2767 0.2176 3.3655 1.5 2.4 1.5 0.008
C -0.2714 -1.5183 1.7760 -1.0 -2.6 0.3 0.017
C 1.4037 0.0778 2.3302 -1.4 2.8 -0.7 0.046
C 1.3474 -0.6441 -0.1699 -1.3 3.6 0.4 0.108
C -0.5993 0.7141 -2.0888 -2.0 -1.2 1.8 0.079
C -1.9892 0.7966 -2.7773 1.2 3.6 -0.5 0.009
C 0.3906 1.7115 -2.5980 4.6 -1.0 0.0 0.046
N 0.6896 -0.5440 1.2029 -2.5 -2.2 -1.8 0.142
F -0.3244 -1.3020 -3.3071 -0.3 -0.2 -0.9 0.004
F 2.6822 -0.4405 -0.1393 -0.9 -0.3 0.3 0.027
H -1.6285 1.2715 -0.1018 -0.6 1.2 -0.4 0.041
H 1.1908 -2.2812 -1.7663 -0.2 0.6 0.8 0.009
H 0.0092 -1.8765 3.8627 -0.7 0.6 0.2 0.000
H -1.5640 -0.8540 3.5633 1.1 -0.9 -0.2 0.000
H -0.2625 1.1899 3.0164 0.3 -1.9 0.9 0.004
H 0.7157 0.4127 4.4552 -0.9 -0.3 -2.4 0.000
H 0.1850 -2.5504 1.8118 -0.1 1.1 -0.2 0.004
H -1.1716 -1.6761 1.1017 1.0 0.8 0.9 0.005
H 1.7268 1.0892 1.9390 0.3 -1.3 0.7 0.014
H 2.1285 -0.6203 2.5663 2.0 -1.0 0.7 0.003
H -2.4453 1.8221 -2.5169 0.4 -1.7 0.0 0.000
H -2.6378 -0.0046 -2.6461 -1.1 -1.4 0.8 0.001
H -1.8709 0.8968 -3.8478 0.3 -0.2 -0.4 0.001
H 0.4327 1.5222 -3.6547 0.3 -0.1 -0.7 0.008
H 1.5638 1.5639 -2.1904 -3.2 -0.1 -0.9 0.000
H 0.3108 2.7523 -2.5391 -1.2 1.5 0.7 0.000
```
Forces are in eV/Å.

Calculated values
2S+1: 3
<S²>: 2.005
Kohn-Sham gap (alpha / beta), eV: 8.16 / 6.62
Net charge: +1
HOMO level (alpha / beta), eV: -10.8 / -13.6


Entry 4:
Here is a 2-piece molecular cluster, C12H16N2 overall in a non-equilibrium geometry from the Open Molecules 2025 dataset. Energies are from wB97M-V/def2-TZVPD.

XYZ file:
```
30
Properties=species:S:1:pos:R:3:forces:R:3:nbo_charge:R:1
C -3.4255 -0.6426 -3.1491 0.7 -0.7 2.3 -0.622
C -2.1043 2.5701 -1.6310 -4.3 1.9 1.8 -0.190
C -0.8094 2.3394 -1.4216 2.6 -2.1 -0.2 -0.256
C -2.9496 1.5251 -2.0999 -1.2 1.6 1.7 -0.227
C -2.4164 0.3761 -2.5511 -1.2 -0.8 -2.0 -0.006
C -0.2997 1.0487 -1.8343 3.1 3.2 -0.5 -0.192
C -0.9919 0.2937 -2.6782 -2.1 -3.9 0.3 -0.216
H -2.7749 3.4408 -1.1776 2.2 -1.3 -1.2 0.215
H 0.0344 2.9431 -1.1084 -0.8 0.8 0.5 0.218
H -4.0731 1.6517 -1.9112 1.8 -0.3 -0.7 0.212
H 0.8263 0.9552 -1.7972 -1.3 -0.2 0.1 0.201
H -3.0853 -0.7874 -4.1289 0.1 -0.6 -1.6 0.216
H -4.4743 -0.3199 -3.1392 0.5 0.3 0.0 0.218
H -0.5715 -0.6435 -3.1186 -0.2 1.0 0.2 0.214
H -3.4254 -1.6344 -2.5913 0.3 1.1 -0.7 0.215
C 2.5548 -2.1359 1.8427 3.0 -3.3 -2.4 -0.438
C 1.4957 -2.9216 2.5255 -3.1 -3.9 -2.9 -0.587
C 2.4009 -0.7439 2.1408 -1.9 4.8 0.8 0.075
C 1.8681 0.3383 1.3916 2.7 0.0 3.3 -0.082
C 2.2470 1.0050 3.5048 1.4 2.0 -2.2 0.173
N 2.5335 -0.2655 3.4779 0.2 -0.1 -0.9 -0.455
N 1.9985 1.5124 2.1941 -1.0 -4.1 0.0 -0.559
H 3.5957 -2.6125 2.2440 -2.1 1.6 -1.0 0.225
H 2.5825 -2.3407 0.6434 -0.2 0.6 2.9 0.217
H 1.4823 -2.7973 3.5553 0.0 0.5 1.9 0.218
H 1.5312 0.5176 0.4314 -0.4 -0.3 -1.9 0.203
H 2.5984 1.7961 4.1861 -0.6 -1.0 0.4 0.198
H 1.6768 2.3516 1.7532 -0.1 0.6 0.9 0.416
H 1.5396 -4.1304 2.3540 0.3 2.9 0.3 0.196
H 0.4356 -2.6894 2.0927 1.8 -0.1 0.9 0.200
```
Forces are in eV/Å.

Calculated values
2S+1: 1
Kohn-Sham gap, eV: 9.19
Relative energy (zero: lowest compared OMol25 entry of this formula, charge and spin), eV: 3.4273
SMILES string: CCc1c[nH]cn1.Cc1ccccc1
HOMO level, eV: -8.5


Entry 5:
Here is a 2-piece molecular cluster, C12H16N2O overall in a non-equilibrium geometry from the Open Molecules 2025 dataset. Energies are from wB97M-V/def2-TZVPD.

XYZ file:
```
31
Properties=species:S:1:pos:R:3:forces:R:3:nbo_charge:R:1
C 1.6915 1.2510 -0.0904 0.6 1.0 -1.1 -0.424
C 2.8283 2.1096 0.4590 -0.5 0.0 1.5 -0.604
C 0.7263 2.1361 -0.8600 0.0 -2.2 0.1 0.107
C 0.1977 1.7655 -2.0699 0.2 0.8 -0.3 -0.132
C -0.5826 3.7122 -1.4047 0.3 -0.4 0.6 0.165
N 0.2103 3.3082 -0.4287 -0.4 0.7 -0.2 -0.467
N -0.6218 2.8210 -2.4247 -0.4 0.6 0.1 -0.521
H 2.1744 0.5949 -0.8246 -0.3 -0.1 0.0 0.198
H 1.2237 0.5930 0.6351 -0.2 0.2 0.3 0.224
H 2.5000 2.7145 1.3141 -0.2 -0.1 -0.1 0.213
H 0.4663 0.9566 -2.7241 -0.2 0.0 -0.1 0.216
H -1.1833 4.6048 -1.3769 0.0 0.1 -0.1 0.195
H -1.1604 3.0287 -3.2542 0.3 -0.6 0.0 0.419
H 3.1665 2.8514 -0.2592 0.4 -0.4 -0.3 0.212
H 3.6024 1.4629 0.8819 0.3 0.2 -0.5 0.204
C 0.6144 -3.4749 -0.4895 -0.3 0.2 -0.7 -0.634
C -0.7006 -1.3591 -0.2521 0.6 -0.9 1.6 -0.191
C -0.3681 -2.6203 0.2755 -0.3 -1.1 -0.1 -0.036
C -1.5026 -0.5421 0.5280 1.1 0.5 -0.7 -0.256
C -0.9703 -3.1464 1.4344 0.6 1.5 -1.0 -0.198
C -1.9691 -1.0184 1.7273 -3.0 0.2 1.0 0.285
C -1.8114 -2.3077 2.1745 1.4 -1.5 -0.3 -0.279
O -2.9167 -0.2243 2.3889 1.4 1.1 -0.8 -0.693
H -0.1723 -1.0393 -1.1376 -0.3 0.3 -0.2 0.213
H -1.6239 0.5038 0.2664 -0.4 -0.1 0.0 0.237
H 0.8751 -4.4505 -0.0951 -0.1 0.0 0.7 0.215
H 1.5382 -2.9036 -0.6143 0.0 -0.2 -0.4 0.215
H -0.6492 -4.1453 1.6884 -0.4 -0.1 0.5 0.213
H -2.2080 -2.7070 3.0996 -0.3 0.4 0.0 0.216
H -3.5204 -0.7493 2.8857 -0.4 -0.8 0.6 0.475
H 0.1457 -3.7259 -1.4528 0.5 0.3 -0.1 0.216
```
Forces are in eV/Å.

Calculated values
2S+1: 1
Kohn-Sham gap, eV: 9.12
Relative energy (zero: lowest compared OMol25 entry of this formula, charge and spin), eV: 1.3998
SMILES string: CCc1c[nH]cn1.Cc1ccc(O)cc1
HOMO level, eV: -8.3


Entry 6:
Here is a 2-piece molecular cluster, C12H16N2O overall in a non-equilibrium geometry from the Open Molecules 2025 dataset. Energies are from wB97M-V/def2-TZVPD.

XYZ file:
```
31
Properties=species:S:1:pos:R:3:forces:R:3:nbo_charge:R:1
C -0.9493 -1.3090 3.6004 0.9 -1.2 0.5 -0.637
C 1.6632 0.3966 1.4647 0.2 0.1 -0.4 -0.274
C 0.9908 -0.5695 2.2093 1.4 1.2 1.2 -0.182
C 1.1242 1.6617 1.2858 -0.4 -0.2 -0.3 0.275
C -0.1226 -0.2177 2.9743 -0.7 -0.7 -1.3 -0.046
C -0.1035 1.9337 1.8611 -0.8 0.3 0.4 -0.278
C -0.6946 1.0335 2.7357 0.2 -0.7 -0.4 -0.182
O 1.6896 2.6031 0.4523 0.2 -0.8 -0.5 -0.678
H 2.5999 0.1603 0.9592 -0.1 -0.1 0.2 0.212
H 1.5816 -1.4529 2.4150 -0.6 -0.5 -0.2 0.214
H 2.1711 2.0973 -0.2347 -0.1 0.6 0.5 0.482
H -0.7240 2.7744 1.5711 0.5 0.4 0.0 0.225
H -1.8290 -1.5348 3.0104 -0.7 0.6 0.2 0.221
H -1.1234 -1.1948 4.6739 -0.5 0.3 -0.3 0.222
H -1.7126 1.1892 3.0670 0.1 0.3 0.3 0.213
H -0.4583 -2.2944 3.5258 0.4 0.4 0.1 0.215
C -0.6715 -2.3165 -3.0383 -0.2 0.7 -0.6 -0.438
C -0.4017 -3.3525 -1.9637 0.1 -0.2 0.2 -0.599
C -0.5576 -0.8937 -2.5730 0.3 -0.1 0.1 0.108
C -1.1219 -0.3171 -1.4806 -0.3 -0.3 -0.3 -0.124
C -0.0533 1.1763 -2.6705 0.3 -0.4 -0.4 0.175
N 0.1483 0.0542 -3.2971 -0.4 0.0 -0.2 -0.460
N -0.8313 1.0430 -1.5506 0.6 0.1 0.2 -0.556
H -0.0130 -2.4225 -3.9039 0.2 -0.1 0.2 0.226
H -1.6597 -2.4033 -3.4899 -0.3 -0.3 0.2 0.213
H 0.6755 -3.4943 -1.8568 0.0 -0.1 0.0 0.209
H -1.8994 -0.7560 -0.8728 0.3 0.3 0.5 0.215
H 0.2843 2.1166 -3.0670 0.2 0.3 0.4 0.196
H -0.4894 1.5574 -0.7375 -0.8 0.0 -0.1 0.421
H -0.8571 -4.3184 -2.1854 0.1 0.0 -0.1 0.209
H -0.7711 -3.0378 -0.9847 -0.1 0.0 -0.1 0.204
```
Forces are in eV/Å.

Calculated values
2S+1: 1
Kohn-Sham gap, eV: 9.38
Relative energy (zero: lowest compared OMol25 entry of this formula, charge and spin), eV: 1.5448
SMILES string: CCc1c[nH]cn1.Cc1ccc(O)cc1
HOMO level, eV: -8.7


Question: Look up the 2S+1 of the first one.
Answer: 3


What did the fifth record say?
Here is a 2-piece molecular cluster, C12H16N2O overall in a non-equilibrium geometry from the Open Molecules 2025 dataset. Energies are from wB97M-V/def2-TZVPD.

XYZ file:
```
31
Properties=species:S:1:pos:R:3:forces:R:3:nbo_charge:R:1
C 1.6915 1.2510 -0.0904 0.6 1.0 -1.1 -0.424
C 2.8283 2.1096 0.4590 -0.5 0.0 1.5 -0.604
C 0.7263 2.1361 -0.8600 0.0 -2.2 0.1 0.107
C 0.1977 1.7655 -2.0699 0.2 0.8 -0.3 -0.132
C -0.5826 3.7122 -1.4047 0.3 -0.4 0.6 0.165
N 0.2103 3.3082 -0.4287 -0.4 0.7 -0.2 -0.467
N -0.6218 2.8210 -2.4247 -0.4 0.6 0.1 -0.521
H 2.1744 0.5949 -0.8246 -0.3 -0.1 0.0 0.198
H 1.2237 0.5930 0.6351 -0.2 0.2 0.3 0.224
H 2.5000 2.7145 1.3141 -0.2 -0.1 -0.1 0.213
H 0.4663 0.9566 -2.7241 -0.2 0.0 -0.1 0.216
H -1.1833 4.6048 -1.3769 0.0 0.1 -0.1 0.195
H -1.1604 3.0287 -3.2542 0.3 -0.6 0.0 0.419
H 3.1665 2.8514 -0.2592 0.4 -0.4 -0.3 0.212
H 3.6024 1.4629 0.8819 0.3 0.2 -0.5 0.204
C 0.6144 -3.4749 -0.4895 -0.3 0.2 -0.7 -0.634
C -0.7006 -1.3591 -0.2521 0.6 -0.9 1.6 -0.191
C -0.3681 -2.6203 0.2755 -0.3 -1.1 -0.1 -0.036
C -1.5026 -0.5421 0.5280 1.1 0.5 -0.7 -0.256
C -0.9703 -3.1464 1.4344 0.6 1.5 -1.0 -0.198
C -1.9691 -1.0184 1.7273 -3.0 0.2 1.0 0.285
C -1.8114 -2.3077 2.1745 1.4 -1.5 -0.3 -0.279
O -2.9167 -0.2243 2.3889 1.4 1.1 -0.8 -0.693
H -0.1723 -1.0393 -1.1376 -0.3 0.3 -0.2 0.213
H -1.6239 0.5038 0.2664 -0.4 -0.1 0.0 0.237
H 0.8751 -4.4505 -0.0951 -0.1 0.0 0.7 0.215
H 1.5382 -2.9036 -0.6143 0.0 -0.2 -0.4 0.215
H -0.6492 -4.1453 1.6884 -0.4 -0.1 0.5 0.213
H -2.2080 -2.7070 3.0996 -0.3 0.4 0.0 0.216
H -3.5204 -0.7493 2.8857 -0.4 -0.8 0.6 0.475
H 0.1457 -3.7259 -1.4528 0.5 0.3 -0.1 0.216
```
Forces are in eV/Å.

Calculated values
2S+1: 1
Kohn-Sham gap, eV: 9.12
Relative energy (zero: lowest compared OMol25 entry of this formula, charge and spin), eV: 1.3998
SMILES string: CCc1c[nH]cn1.Cc1ccc(O)cc1
HOMO level, eV: -8.3